The molecule C4H12N4O2, computed with the ωB97M-V functional and the def2-TZVPD basis.

Summary:
F_max: 3.81 eV/Å
2S+1: 1
Energy above the lowest of the compared OMol25 structures with the same formula, charge and spin: 171.6 kcal per mole
HOMO level: -8.9 eV

The geometry in XYZ format:
```
22
Properties=species:S:1:pos:R:3:forces:R:3
H 0.1513 -3.3361 -0.0661 0.44 -0.26 -0.22
H 0.0130 1.4182 -1.4354 0.51 -0.30 0.45
N -2.3706 -0.5508 0.2126 -1.58 -0.68 -1.08
H -1.4891 1.6031 -0.7772 0.33 -0.16 1.15
H 1.1218 2.9935 0.2589 -0.24 -0.91 -0.24
C 0.8299 -1.5242 -0.9602 -1.31 -1.06 -0.51
H 1.6981 -0.9597 -0.7531 0.79 0.82 -0.19
O -1.6726 -2.1130 -1.3619 -0.50 1.11 0.80
H -0.1924 3.7870 -0.4501 -0.76 -1.50 1.14
C 0.0277 2.8399 0.1564 1.42 1.21 -0.37
H -4.3386 -0.4188 0.2544 -0.54 1.56 1.47
H 1.8652 -2.9309 0.1893 0.05 -0.68 0.02
O -3.6976 -0.9180 -0.1949 2.84 -1.94 -1.64
N -0.2290 -0.8750 -0.1672 0.38 0.68 0.70
N -1.5234 -1.2043 -0.5165 -1.06 -0.34 0.31
H 1.3543 -3.7677 -1.4091 -0.55 1.97 1.62
N -0.0570 0.4065 0.3839 -0.61 -0.85 2.92
C -0.4240 1.5323 -0.4254 -0.58 0.53 -3.37
H 0.5123 -1.5421 -1.9935 0.27 0.55 -0.42
H -0.2821 2.7592 1.1792 -0.70 1.17 0.72
C 1.0738 -2.9948 -0.5576 -0.01 -0.74 -0.33
H -0.5555 0.4362 1.3804 1.41 -0.19 -2.94
```
Positions in Å, forces in eV/Å.


A cluster of 2 separate species, C4H12N4O2 in total, computed with the ωB97M-V functional and the def2-TZVPD basis.

Summary:
F_max: 4.02 eV/Å
2S+1: 1
Energy above the lowest of the compared OMol25 structures with the same formula, charge and spin: 74.8 kcal per mole
HOMO level: -8.6 eV

The geometry in XYZ format:
```
22
Properties=species:S:1:pos:R:3:forces:R:3
H -1.0856 1.6863 1.5914 -1.15 3.73 -0.95
C 0.0745 0.2800 -2.9311 -0.70 0.42 1.41
H 0.6086 -2.9113 0.4369 -0.30 1.36 -0.08
O 0.6985 2.3294 0.5159 0.17 -0.12 -0.58
H -2.0665 0.5460 -0.5178 -0.25 0.75 -1.46
C 0.5918 -1.0698 1.4471 0.71 0.37 0.43
H 1.6501 -0.3483 -0.5000 -0.40 -3.01 0.24
N 0.1073 0.2394 1.1705 1.23 0.52 -0.38
N -1.2119 0.3895 -1.0884 0.46 -0.84 -1.97
H 0.4955 -0.6798 -2.6236 -0.45 -0.10 -0.13
H -0.1077 0.3888 -3.9625 0.50 0.07 -1.28
H 1.6286 -1.1387 1.7557 0.62 0.46 -0.06
C 0.8129 1.1339 0.3953 -0.16 -0.54 0.16
O 1.6007 0.5681 -0.5549 0.56 3.65 0.66
C -0.9357 0.7897 2.0016 1.49 -3.37 1.10
N 0.4397 -1.8903 0.2746 -0.29 -1.57 0.21
H 0.6919 1.0215 -2.4492 0.75 0.39 -0.79
N -1.2215 0.6250 -2.3258 -1.30 -0.68 2.86
H 0.0760 -1.2375 2.3695 -0.79 -1.45 0.50
H -1.8218 0.1595 2.0041 -0.11 -0.08 -0.06
H -0.5058 0.8394 2.9880 -0.47 0.49 0.80
H -0.5195 -1.7209 0.0026 -0.10 -0.46 -0.63
```
Positions in Å, forces in eV/Å.


The molecule C4H12N4O2, computed with the ωB97M-V functional and the def2-TZVPD basis.

Summary:
F_max: 1.86 eV/Å
2S+1: 1
Energy above the lowest of the compared OMol25 structures with the same formula, charge and spin: 89.5 kcal per mole
HOMO level: -7.9 eV

The geometry in XYZ format:
```
22
Properties=species:S:1:pos:R:3:forces:R:3
H 1.2734 0.3416 -2.1100 -0.01 -0.12 0.10
H -1.9479 1.3079 1.6413 0.03 0.01 0.00
C -0.8701 1.3331 1.4886 -0.06 -0.15 0.17
C -1.8085 -1.1985 -1.1220 0.04 0.09 -0.03
H 0.3245 1.6774 -1.9132 0.03 -0.04 0.01
C 0.7758 0.7103 -0.1838 0.80 -1.67 -0.18
H -1.2555 -1.5393 0.8462 -0.02 0.24 0.13
O 1.0301 -1.6423 -1.1798 -0.14 -0.24 -0.11
H -0.3584 0.7571 2.2642 0.01 0.08 -0.01
N -0.9648 -0.9773 0.0439 0.86 1.45 -0.02
N 1.7616 1.1866 0.7595 -0.28 0.17 0.04
H -2.8364 -0.9275 -0.8743 0.06 -0.03 0.00
N 1.0927 1.1494 -1.5184 -0.09 0.08 0.05
H 1.8071 -2.0838 0.9192 -0.09 0.04 -0.09
N -0.5703 0.9012 0.1461 -1.21 -1.01 0.15
H 2.0129 0.4816 1.4400 -0.02 -0.05 -0.09
H -1.4594 -0.5603 -1.9296 0.03 -0.04 0.01
C 0.6240 -1.0582 -0.1727 0.32 1.33 -0.25
H -1.7731 -2.2387 -1.4497 0.05 0.04 0.07
H 2.5786 1.4848 0.2455 -0.08 -0.01 -0.01
O 1.0799 -1.4728 1.1009 -0.23 -0.05 0.08
H -0.5162 2.3679 1.5583 0.00 -0.12 -0.04
```
Positions in Å, forces in eV/Å.